[1]
104
Properties=species:S:1:pos:R:3:forces:R:3 method="wB97M-V/def2-TZVPD" energy_ha=-3933.19247 multiplicity=2 relative_energy_kcal_mol=45.89 homo_energy_ev="-6.611 / -6.661" charge=0
H 0.801098 1.360589 5.004056 0.000 -0.020 -0.003
Te 1.534761 1.090352 -0.172021 0.680 0.958 0.415
H -2.302176 4.331142 -2.752808 -0.005 -0.005 0.014
N 0.116424 -1.467124 -0.342307 -1.753 0.042 -1.300
C 3.992888 0.821578 -2.360756 0.008 -0.034 0.087
H 3.697450 -0.637509 0.265770 -0.021 -0.029 0.033
C -3.847884 -1.381428 -4.237280 0.032 0.047 0.021
H -7.070710 -0.068826 -6.157092 0.009 -0.003 -0.035
H -2.841680 -5.615515 -0.931476 0.004 -0.006 0.008
H -6.399178 1.451837 -6.560396 0.008 -0.021 -0.034
C 4.179741 -0.355142 1.201643 -0.013 0.008 -0.013
C 3.544104 3.394373 0.442699 0.103 0.065 -0.055
C 2.670592 0.411382 4.579693 0.039 0.053 -0.011
H -5.779254 -2.070190 -1.709732 0.026 -0.002 -0.030
C 0.719720 -3.478594 -1.681787 -0.051 0.128 -0.086
C 3.294739 2.282270 -0.375732 -0.147 0.207 -0.269
C 1.995292 0.811850 1.882084 -0.060 -0.082 0.019
C -0.163265 1.969519 2.630846 -0.027 -0.087 0.004
C 7.107795 4.291607 -0.565558 -0.036 0.032 -0.009
N -1.790411 1.318150 -0.512258 -0.401 -0.040 -1.265
C 5.462951 2.567097 -1.383268 -0.025 -0.057 -0.019
H 2.936534 0.661919 -2.564707 0.002 0.014 -0.034
H 1.516353 3.847393 0.995525 0.001 -0.019 -0.014
C -5.158432 0.234304 -5.455375 -0.017 -0.007 -0.023
O -1.039733 -3.866225 0.702917 0.058 -0.076 0.164
C -1.320103 -1.458564 4.008700 0.043 -0.086 0.057
O 2.210541 -1.709851 -1.347743 0.313 0.175 0.241
H -5.856009 -1.719303 -4.873963 0.007 -0.007 -0.012
H -0.685203 1.548992 1.777081 0.013 0.003 -0.016
H 4.933480 0.402252 0.971411 -0.008 0.003 -0.021
H 7.852030 3.670893 -1.063772 -0.001 0.001 0.002
C -2.199844 3.472977 -2.097803 0.006 -0.039 -0.128
H 1.173963 -4.208110 -1.008254 0.035 0.009 -0.016
C 3.040023 0.209735 6.023805 -0.026 -0.005 -0.013
C -4.022925 -2.712356 -0.721494 -0.032 -0.002 0.348
H 4.695074 -1.229438 1.602850 0.015 0.018 0.005
H -2.860085 -5.500406 0.821086 -0.026 0.013 0.019
C 4.782985 4.024273 0.364667 0.013 -0.038 0.028
C 2.526169 3.973913 1.385661 0.015 -0.050 0.054
C -5.021141 -1.029101 -4.861861 -0.002 -0.001 -0.045
H 2.174033 -2.844382 3.380806 0.012 0.028 -0.001
C -2.778885 -0.489078 -4.217359 -0.422 0.083 0.336
H -0.338918 -3.680968 -1.756548 -0.012 -0.031 0.045
H -2.047895 1.436232 -4.832849 -0.020 0.008 0.039
N -1.626616 2.393304 -2.634693 -0.049 0.052 0.022
H -3.752262 -2.344627 -3.755776 -0.021 0.028 0.062
C -5.360225 -2.991201 -1.307893 0.018 -0.069 -0.145
S -4.189530 0.382777 1.752391 0.091 -0.082 -0.055
H -0.303187 -3.263562 0.911792 0.028 0.010 -0.101
H 7.467669 4.519993 0.438286 0.007 -0.009 -0.003
C -4.067177 1.109564 -5.444624 0.026 0.003 0.006
H 2.152986 0.200177 6.658012 0.002 -0.014 -0.005
H 4.487294 1.080165 -3.297753 0.025 -0.022 0.012
H -2.784239 2.295827 0.992200 0.025 0.015 -0.014
H 6.196361 2.253520 -2.120189 0.001 0.007 0.009
H 3.688855 1.015643 6.374287 0.006 -0.005 0.002
H 7.042556 5.236074 -1.110874 0.001 -0.005 -0.004
O -0.317476 -1.262680 -4.232397 0.175 0.184 -0.009
S -2.892446 -0.753653 4.072254 -0.080 -0.003 0.131
H -5.307189 -3.737664 -2.103378 -0.006 0.002 0.005
H 2.712852 5.039180 1.526194 0.012 -0.008 0.020
C -2.656996 3.502178 -0.798628 0.060 -0.176 0.140
C 1.177796 -2.464605 3.565792 -0.001 -0.054 0.069
C 3.197847 0.170600 2.215388 0.005 -0.052 0.089
C -1.481898 1.363847 -1.833423 0.617 0.286 -0.373
S -1.357337 -0.928836 -3.320458 0.726 -0.029 -0.104
C -2.448826 2.367027 -0.031911 0.165 0.241 0.638
C -0.818309 -1.420749 2.704118 -0.046 -0.062 -0.041
H 4.385108 -0.140061 -2.022747 -0.013 -0.002 0.015
N -0.879426 0.171604 -2.208026 -1.354 -0.114 0.204
N -3.617771 -1.452111 -0.457937 -0.053 0.275 -0.587
C 3.512999 -0.004924 3.561043 0.025 0.009 -0.026
C 0.472350 -1.920318 2.508418 0.026 0.175 -0.092
C 1.483387 1.033261 4.225261 -0.021 0.057 -0.020
O -1.698294 -2.036487 -2.363728 -0.291 0.404 -0.305
N -1.969972 -3.047683 0.147599 -0.254 0.253 -0.538
H 1.212976 -2.943735 5.665377 0.010 0.014 0.000
H -0.822753 1.895436 3.497762 0.017 0.008 0.003
C 5.769679 3.603351 -0.516795 -0.002 0.022 0.005
C 0.645140 -2.513212 4.851179 0.007 -0.006 -0.071
C -0.610836 -1.989879 5.078601 -0.021 0.004 -0.013
H 4.444734 -0.503539 3.812403 -0.015 -0.010 0.006
N -1.728337 -0.852764 1.763550 -0.237 0.601 -0.418
H 1.186027 -3.572820 -2.660363 0.017 -0.008 0.004
H -1.045206 -1.988470 6.070375 -0.010 -0.013 -0.010
H -4.376751 -5.341291 -0.089180 0.001 0.000 -0.022
H -6.046615 -3.369379 -0.545116 0.003 0.003 0.004
H -3.158294 4.359828 -0.378677 0.018 0.021 -0.010
H 3.576115 -0.729523 6.166547 -0.002 0.003 0.001
H 2.565552 3.490847 2.365121 -0.019 -0.007 -0.016
W -1.724149 -0.902628 -0.486252 3.072 -3.042 2.190
O -3.498881 -0.478246 -1.438182 -0.283 0.037 0.366
C -3.098259 -3.636964 -0.194652 -0.166 -0.007 0.000
C 1.134106 1.251903 2.895303 -0.013 -0.039 0.135
C -2.860708 -0.428164 2.369179 -0.170 0.231 0.123
C 1.083090 -2.095152 -1.138517 -0.608 -0.252 0.363
C 4.235843 1.906780 -1.340894 0.077 0.066 -0.091
C -2.883718 0.751959 -4.831449 0.112 -0.058 -0.178
H 0.950978 -1.837583 1.546609 0.017 0.004 0.022
H -4.158195 2.084663 -5.907135 0.009 -0.013 -0.027
N -6.350638 0.613815 -6.011777 -0.013 0.013 0.075
C -3.313901 -5.107891 -0.086889 0.009 0.003 0.090
H 4.976569 4.875670 1.010573 0.006 -0.012 0.005
H 0.012530 3.028891 2.427601 -0.006 -0.005 -0.025


[2]
15
Properties=species:S:1:pos:R:3:forces:R:3 method="wB97M-V/def2-TZVPD" energy_ha=-647.82530 multiplicity=1 relative_energy_kcal_mol=45.67 smiles=OCNCCS homo_energy_ev=-9.006 charge=0
C -0.587330 -0.772826 0.241955 -1.549 0.966 0.550
H 0.604463 -1.908201 -1.073341 0.392 1.634 -0.062
S -1.096940 -1.652915 -2.507050 -0.672 2.420 0.590
C 0.023779 -0.934903 -1.138494 -0.719 -4.013 -0.558
H -1.736284 -0.424209 -2.853342 0.706 -1.637 0.418
C 1.112748 1.032148 1.064080 -3.382 -0.706 -0.745
H -1.112037 -1.776385 0.604595 1.527 2.043 -0.698
N 0.362360 -0.242203 1.254330 1.537 -0.328 0.509
O 0.116606 2.089430 1.339175 1.074 -0.145 -0.151
H -0.166346 -0.123768 2.117514 0.311 -0.153 -0.184
H 1.573001 1.038267 0.080483 -0.397 0.296 -0.381
H 1.918153 1.209426 1.737134 0.281 -0.439 1.033
H -0.120367 2.635674 0.587582 0.244 -0.140 -0.300
H 0.513612 -0.148560 -1.659872 0.682 0.693 0.343
H -1.405416 -0.020975 0.205250 -0.034 -0.491 -0.363


[3]
50
Properties=species:S:1:pos:R:3:forces:R:3 method="wB97M-V/def2-TZVPD" energy_ha=-1103.80126 multiplicity=1 relative_energy_kcal_mol=5.59 smiles="CNC(=O)[C@H]1CCCN1C(=O)[C@@H](CCCNC(N)=[NH2+])NC(C)=O" homo_energy_ev=-11.756 charge=+1
C -1.141350 -1.770884 0.363987 1.322 0.484 1.950
C 0.516356 1.474674 -0.272815 -0.811 -0.523 0.255
H 0.036210 -2.943978 1.757261 -0.361 0.435 0.202
H 3.316864 2.534047 3.170488 0.033 -0.073 -0.239
O -0.139223 2.473016 -0.440964 -0.480 0.642 -0.117
H -1.000494 -1.781403 -4.804303 0.104 0.238 0.754
C 3.156454 2.253884 2.122778 0.195 0.117 0.368
C -0.964084 -2.478070 1.703581 -0.333 -0.872 -0.279
N -3.761267 -1.472194 -4.605915 -0.845 -0.371 -0.594
C 2.681112 0.506957 0.583537 0.635 -0.668 -0.774
H 3.199498 0.133599 2.597446 0.600 0.175 0.072
N 1.587253 1.463648 0.553843 0.647 -0.578 1.345
H -1.130101 -1.747061 2.504208 0.272 -0.197 -0.098
C 0.824133 -0.210941 -2.129450 -0.476 -0.321 -1.076
H 1.809221 -0.492292 -1.811982 0.663 -0.126 0.001
H 1.090520 -1.497488 -3.767073 0.478 -0.563 -0.028
H -1.704434 -3.299553 1.799608 0.382 0.646 -0.129
O -2.125333 -1.952764 -0.317465 -0.951 0.166 -1.628
C 1.681058 2.326778 1.739958 -0.677 0.572 -0.745
H -0.839864 2.584315 5.442557 0.435 -0.059 0.079
N -2.120129 -1.227266 -3.064046 0.267 0.093 0.811
H -0.075110 1.015663 5.145034 0.134 0.747 -0.417
H 1.082694 3.532329 3.933048 -0.297 -0.825 -0.087
H 4.599269 0.677417 1.524722 -0.096 -0.093 0.534
H -5.139717 -2.138898 -2.581098 -0.736 -0.138 -0.220
O 0.185108 0.733136 2.765347 0.022 -0.465 -0.013
N -0.127641 -0.897578 0.131630 0.612 0.288 -0.067
H -4.728252 -1.595845 -4.746876 -0.878 -0.120 -0.832
H 0.160447 -2.287460 -2.393494 0.197 0.901 -1.113
H -3.845545 -1.925000 -1.460979 -0.095 -0.097 -0.170
H 0.849019 2.211164 6.028788 -0.456 0.351 -0.644
N 0.637000 2.608205 3.935322 0.534 0.573 0.482
H 1.388233 3.333379 1.421215 -0.024 -0.046 0.366
C -3.368525 -1.527864 -3.367314 1.596 0.379 0.394
C 3.553212 0.806616 1.807347 -1.025 0.352 -0.365
H 0.897493 0.694627 -2.757593 0.118 -0.191 0.294
C 0.120518 2.107249 5.192840 -0.421 -0.671 0.992
H -3.161246 -1.189591 -5.332368 0.447 0.350 -0.793
N -4.203071 -1.873933 -2.412427 0.311 0.057 1.396
C 0.000669 0.153389 -0.917133 0.483 -0.448 0.724
C -0.936440 -1.093037 -3.930317 -0.110 0.102 0.644
H 0.469105 -0.766540 0.963433 -0.534 0.104 -0.740
H -1.960141 -1.267421 -2.048853 0.201 -0.250 -0.278
C 0.740601 1.812997 2.863588 0.434 0.144 -0.855
H 3.705806 2.954979 1.493674 0.070 -0.036 0.027
H 2.415005 -0.548523 0.617624 -0.395 -0.047 -0.140
C 0.301660 -1.362591 -3.044053 -0.138 -0.435 0.731
H 3.258401 0.648297 -0.325072 0.239 -0.080 -0.229
H -0.962258 0.379286 -1.311793 -0.995 0.477 0.264
H -0.828677 -0.071498 -4.319485 -0.297 -0.100 -0.018


[4]
18
Properties=species:S:1:pos:R:3:forces:R:3 method="wB97M-V/def2-TZVPD" energy_ha=-530.50222 multiplicity=1 relative_energy_kcal_mol=47.12 smiles="N#CCNC(=O)CC=O.O" homo_energy_ev=-10.226 charge=0
C 2.328104 -0.122645 -0.158993 0.523 -4.621 -1.223
O -0.702218 0.048313 1.208856 -0.042 -0.067 -0.968
N 2.845025 -1.189737 -0.126633 -1.721 3.622 -0.563
H 2.793001 0.240767 2.426724 0.213 -0.886 -0.192
H -2.154887 -0.662548 -1.674618 0.030 -0.005 0.191
O -3.546587 1.029911 0.446655 0.193 -0.779 -0.601
H -2.180822 -1.712541 -0.268161 0.080 0.251 -0.044
H -0.135201 0.228510 -1.888988 0.082 -0.012 0.290
H 3.680913 -0.918018 1.461088 -0.766 4.296 2.612
H -4.333055 -0.640513 -0.358027 0.105 0.119 -0.053
N 0.037750 0.360025 -0.901845 0.359 0.043 -0.644
H 1.707249 1.519978 -1.316572 -0.083 -0.153 0.244
C -2.144004 -0.654812 -0.573441 0.109 -0.381 -0.295
C -3.435418 -0.026724 -0.129656 -0.413 0.790 0.776
H 1.180228 1.555958 0.374448 -0.076 -0.166 -0.261
O 3.636865 0.081067 1.977174 1.023 -2.876 -1.102
C -0.885193 -0.040212 0.002614 -0.207 -0.119 1.357
C 1.308250 0.903229 -0.500627 0.589 0.946 0.475